The following is a DFT calculation (the ωB97M-V functional and the def2-TZVPD basis) of a 2-piece molecular cluster, BrClH4Si2 overall at a distorted geometry.

```
8
Properties=species:S:1:pos:R:3:forces:R:3
Si -2.1988 0.0815 0.3402 1.0 -1.5 -0.6
Si 3.8398 0.2460 0.1667 -1.6 -1.4 -0.7
Cl 3.4792 0.0357 -1.8980 0.4 0.4 0.5
Br -0.8584 1.0618 -1.0708 0.3 0.3 -1.1
H -3.5553 0.1090 -0.0934 -1.0 0.6 0.1
H -1.8718 -1.3405 0.4764 0.0 -0.4 -0.3
H -1.5095 0.5762 1.4509 -0.3 1.0 1.9
H 2.6748 -0.7696 0.6279 1.2 1.0 0.2
```
Forces are in eV/Å.

Output
Spin multiplicity: 3
⟨S²⟩: 2.004
Relative energy (zero: lowest compared OMol25 entry of this formula, charge and spin), kcal per mole: 15.28

Mulliken atomic charge list, values in e, 2 entries: 0.498, 0.157


The following is a DFT calculation (the ωB97M-V functional and the def2-TZVPD basis) of C32H35CrF6GeIN7OSSb as an isolated structure at a distorted geometry.

```
86
Properties=species:S:1:pos:R:3:forces:R:3
Cr 0.4740 -0.2603 -0.0509 0.3 -1.2 -1.4
S -0.7642 1.0689 3.3805 0.2 -0.2 0.0
C -2.1270 0.2986 2.6038 -0.4 0.1 0.0
N -3.0471 0.0520 3.6604 -0.1 -0.1 -0.2
N -4.3287 0.2225 3.3658 0.2 0.1 0.0
C -4.9336 1.2832 2.6656 0.2 -0.2 0.1
C -4.2475 2.4596 2.3871 -0.1 0.0 0.0
C -4.8930 3.4668 1.6902 0.0 0.0 0.0
C -6.2120 3.3199 1.2842 0.0 0.0 0.0
C -6.8965 2.1515 1.5924 0.0 0.0 0.0
C -6.2628 1.1341 2.2842 0.0 0.0 -0.1
N -2.4970 -0.0327 1.4206 0.1 -0.3 0.0
N -1.7142 -0.0878 0.3371 -0.5 0.6 0.4
C -2.4950 -0.1400 -0.8253 0.3 -0.1 0.1
C -1.8993 -0.5978 -2.0093 -0.1 0.1 0.0
C -2.6337 -0.6571 -3.1790 0.0 0.0 0.1
C -3.9620 -0.2525 -3.1899 0.0 0.0 -0.1
C -4.5594 0.2016 -2.0185 0.0 0.0 0.1
C -3.8415 0.2530 -0.8390 -0.1 0.0 -0.1
H -4.9545 -0.3675 3.8955 0.1 0.1 0.1
H -3.2278 2.5934 2.7120 0.1 0.0 0.1
H -4.3537 4.3773 1.4636 0.0 0.0 0.0
H -6.7037 4.1102 0.7350 0.0 0.0 0.0
H -7.9258 2.0252 1.2833 0.0 0.0 0.0
H -6.7846 0.2108 2.5030 0.0 0.0 0.0
H -0.8621 -0.9008 -2.0289 0.0 -0.1 0.0
H -2.1375 -1.0019 -4.0764 0.0 0.0 -0.1
H -4.5318 -0.2870 -4.1096 0.0 0.0 0.0
H -5.5941 0.5208 -2.0230 0.0 0.0 0.0
H -4.3066 0.6052 0.0671 0.0 0.0 0.1
I -0.8680 3.5531 1.1157 0.0 0.0 -0.1
C 1.1160 3.1699 1.6767 0.1 0.0 0.0
C 1.9717 4.1948 1.3657 0.0 0.0 0.0
C 3.3598 4.0820 1.5522 -0.1 -0.1 0.0
C 3.8712 2.9231 2.0472 0.0 0.0 0.0
C 3.0191 1.8489 2.3918 0.2 -0.1 0.0
C 3.6033 0.6549 2.8904 0.0 0.0 0.0
C 2.8514 -0.4319 3.2067 -0.1 0.1 0.0
C 1.4543 -0.3358 3.0977 0.0 0.0 -0.3
C 0.8311 0.7879 2.5919 0.0 0.5 1.0
C 1.6116 1.9487 2.2274 -0.3 -0.1 -0.3
H 1.5717 5.0987 0.9284 0.0 0.0 0.0
H 4.0061 4.9021 1.2727 0.0 0.0 0.0
H 4.9394 2.7936 2.1722 0.0 0.0 0.0
H 4.6813 0.6304 3.0006 0.0 0.0 0.0
H 3.3013 -1.3424 3.5751 0.0 0.0 0.0
H 0.8333 -1.1522 3.4426 0.0 0.0 0.1
C 5.0680 -1.8133 -0.2142 0.0 -0.1 0.0
N 4.3783 -0.5742 -0.5276 0.1 0.1 0.0
C 4.9413 0.3527 -1.3648 0.0 0.0 -0.1
C 4.2807 1.4457 -1.7755 -0.1 0.1 0.1
C 2.9271 1.6033 -1.3208 -0.1 -0.2 -0.3
N 2.4100 0.7035 -0.5001 0.3 0.3 0.6
C 3.0807 -0.4019 -0.1351 -0.2 0.1 -0.1
O 2.4605 -1.2437 0.5339 0.1 -0.1 0.3
N 2.1440 2.5983 -1.7542 0.1 -0.1 0.2
H 6.1239 -1.5992 -0.0515 0.0 0.0 0.0
H 4.9527 -2.5330 -1.0246 0.0 0.0 0.0
H 4.6292 -2.2337 0.6866 0.0 0.0 0.0
H 5.9424 0.1187 -1.7007 0.0 0.0 0.0
H 4.6969 2.1210 -2.5030 0.0 0.0 0.0
H 2.3721 2.8641 -2.7114 0.1 0.1 -0.1
H 1.1582 2.3922 -1.5776 -0.1 0.0 0.0
C -0.5310 -3.7226 -2.4899 -0.2 0.1 0.0
Ge 0.3027 -3.6453 -0.7364 0.2 -0.1 0.3
C -0.4536 -5.2401 0.1916 0.0 0.0 0.0
C 2.2213 -4.0187 -0.8794 0.0 0.0 -0.1
C -0.1621 -2.2147 0.5178 0.0 0.2 -0.2
H -0.2880 -4.6981 -2.9162 0.0 0.0 -0.1
H -0.1827 -2.9378 -3.1550 0.1 0.1 -0.1
H -1.6169 -3.6579 -2.4031 0.0 0.0 0.0
H -0.1567 -6.1617 -0.3123 0.0 0.0 0.0
H -1.5436 -5.1868 0.1809 -0.1 0.0 0.0
H -0.1285 -5.2979 1.2312 0.0 0.0 0.1
H 2.3753 -5.0933 -0.9895 0.0 0.0 0.0
H 2.7450 -3.6678 0.0070 0.0 0.0 0.0
H 2.6264 -3.5083 -1.7520 0.0 0.1 0.0
H 0.3965 -2.3739 1.4472 0.0 0.0 0.0
H -1.2240 -2.3447 0.7346 0.0 0.1 0.1
F -0.1213 1.2232 -1.0417 0.0 0.1 0.2
Sb 1.3941 0.3384 -4.2348 0.1 -0.2 -0.4
F 1.4920 0.6268 -6.1489 0.0 0.0 0.1
F 2.8498 1.9220 -4.2711 -0.1 0.1 0.1
F 2.9834 -0.7391 -4.0468 0.0 0.0 0.0
F 1.0823 -1.1621 -1.7519 -0.2 0.2 0.2
F 0.4419 -1.3352 -4.7775 0.0 0.0 0.1
```
Forces are in eV/Å.

Output
Spin multiplicity: 6
Net charge: -1
⟨S²⟩: 8.927
Relative energy (zero: lowest compared OMol25 entry of this formula, charge and spin), kcal per mole: 59.31

Mulliken atomic charge list, values in e, 2 entries: 1.084, -0.322


The following is a DFT calculation (the ωB97M-V functional and the def2-TZVPD basis) of C38H33BrMoN4O6S as an isolated structure.

```
84
Properties=species:S:1:pos:R:3:forces:R:3
Mo 0.0255 -0.1235 -0.1791 0.7 0.2 -0.2
C -3.5443 -0.1496 2.5021 0.1 0.0 0.0
O -2.7414 0.5813 3.4293 0.0 0.0 0.0
C -1.5172 0.0659 3.7433 -0.1 0.0 0.0
C -1.1744 -0.0142 5.0802 0.1 0.0 0.0
C 0.0632 -0.5163 5.4726 0.0 0.0 0.0
C 0.9454 -0.9689 4.5154 0.0 0.0 0.1
C 0.6315 -0.8840 3.1560 0.1 -0.1 -0.1
C 1.5852 -1.4276 2.2025 0.0 0.0 0.1
N 1.3938 -1.4386 0.9373 0.1 0.0 -0.1
N 2.3728 -2.0504 0.1601 -0.1 0.0 0.2
C 2.1185 -1.8532 -1.0934 -0.1 0.0 0.0
O 1.0455 -1.2242 -1.5232 -0.1 -0.1 0.1
C 3.0699 -2.3298 -2.1190 0.0 0.0 0.0
C 2.7081 -2.2925 -3.4610 0.0 0.0 0.0
C 3.6130 -2.6895 -4.4339 0.0 0.0 0.0
C 4.8807 -3.1177 -4.0690 0.0 0.0 0.0
C 5.2448 -3.1508 -2.7279 0.0 0.0 0.0
C 4.3437 -2.7579 -1.7529 0.0 0.0 0.0
C -0.5908 -0.3185 2.7617 0.0 0.1 -0.2
O -0.9226 -0.1108 1.4808 -0.2 -0.2 0.1
H -3.3398 -1.2211 2.5693 0.0 0.0 0.0
H -3.3712 0.1859 1.4814 0.0 0.0 0.0
H -4.5793 0.0376 2.7820 0.0 0.0 0.0
H -1.9010 0.3229 5.8076 0.0 0.0 0.0
H 0.3176 -0.5702 6.5216 0.0 0.0 0.0
H 1.9001 -1.3918 4.8019 0.0 0.0 0.0
H 2.5019 -1.8756 2.5822 0.0 0.0 0.0
H 1.7226 -1.9407 -3.7342 0.0 0.0 0.0
H 3.3316 -2.6515 -5.4774 0.0 0.0 0.0
H 5.5894 -3.4184 -4.8293 0.0 0.0 0.0
H 6.2373 -3.4741 -2.4438 0.0 0.0 0.0
H 4.6160 -2.7610 -0.7067 0.0 0.0 0.0
S -3.8270 -1.6838 -2.1880 -0.1 0.0 0.0
C -3.2989 -2.9655 -1.1387 0.0 0.0 0.0
C -3.8809 -4.2079 -0.9109 0.0 0.0 0.0
C -3.2601 -5.0568 -0.0154 0.0 0.0 0.0
C -2.0828 -4.6768 0.6414 0.0 0.0 0.0
C -1.5066 -3.4441 0.4160 0.0 0.0 0.0
C -2.1263 -2.5835 -0.4869 0.0 0.1 0.1
N -1.6958 -1.3080 -0.8258 0.1 -0.2 0.1
C -2.4773 -0.7303 -1.6958 -0.1 0.1 -0.1
C -2.1404 0.6040 -2.1747 0.0 -0.1 0.0
C -2.9252 1.3157 -3.0759 0.0 0.0 0.0
C -2.5086 2.5712 -3.4813 0.0 0.0 0.0
C -1.3156 3.0945 -2.9903 0.0 0.0 0.0
C -0.5459 2.3753 -2.0844 0.0 0.0 0.0
C -0.9427 1.1138 -1.6438 -0.1 0.0 0.1
H -4.7895 -4.5007 -1.4185 0.0 0.0 0.0
H -3.6901 -6.0294 0.1799 0.0 0.0 0.0
H -1.6173 -5.3624 1.3362 0.0 0.0 0.0
H -0.5954 -3.1412 0.9163 0.0 0.0 0.0
H -3.8512 0.8998 -3.4574 0.0 0.0 0.0
H -3.1053 3.1410 -4.1808 0.0 0.0 0.0
H -0.9877 4.0732 -3.3178 0.0 0.0 0.0
H 0.3772 2.7996 -1.7065 0.0 0.0 0.0
Br 3.1496 1.3643 -5.3964 0.0 0.0 0.0
C 3.8547 1.5188 -3.6487 0.0 0.0 0.0
C 5.1781 1.8913 -3.4722 0.0 0.0 0.1
N 5.7279 2.0277 -2.2690 0.0 0.0 0.0
C 4.9668 1.7787 -1.2068 0.1 0.0 0.0
C 3.6323 1.4052 -1.2936 -0.1 -0.1 0.0
C 3.0556 1.2777 -2.5499 0.0 0.0 0.0
C 2.8572 1.1143 -0.0408 0.0 0.0 -0.1
O 3.4175 0.8888 1.0057 0.0 0.0 0.1
O 1.5471 1.1592 -0.2004 -0.1 0.1 0.1
H 5.8089 2.0905 -4.3295 0.0 0.0 0.0
H 5.4291 1.8765 -0.2331 0.0 0.0 0.0
H 2.0169 0.9959 -2.6576 0.0 0.0 0.0
C -2.7906 3.0425 0.8197 0.0 0.0 0.0
C -1.4935 3.7842 1.0431 0.0 0.0 0.0
O -0.5494 2.9036 1.6204 -0.1 0.0 0.0
C 0.6313 3.5639 2.0412 0.0 0.0 0.0
C 1.3665 2.6735 3.0141 0.0 0.0 0.0
H -3.5231 3.6988 0.3469 0.0 0.0 0.0
H -3.1894 2.6871 1.7700 0.0 0.0 0.0
H -2.6289 2.1855 0.1670 0.0 0.0 0.0
H -1.6564 4.6360 1.7179 0.0 0.0 0.0
H -1.1073 4.1868 0.0964 0.0 0.0 0.0
H 0.3617 4.5136 2.5228 0.0 0.0 0.0
H 1.2580 3.8017 1.1700 0.0 0.0 0.0
H 0.7481 2.4794 3.8927 0.0 0.0 0.0
H 2.2946 3.1499 3.3338 0.0 0.0 0.0
H 1.6292 1.7286 2.5470 0.0 -0.1 0.0
```
Forces are in eV/Å.

Output
Spin multiplicity: 3
⟨S²⟩: 2.015
Relative energy (zero: lowest compared OMol25 entry of this formula, charge and spin), kcal per mole: 0.00

Mulliken atomic charge list, values in e, 2 entries: -1.891, -0.584


The following is a DFT calculation (the ωB97M-V functional and the def2-TZVPD basis) of C16H34Br6O22S6 as an isolated structure at a distorted geometry.

```
84
Properties=species:S:1:pos:R:3:forces:R:3
O -6.6118 1.8822 -0.5006 3.0 -0.7 -0.2
S -5.1627 1.6711 -0.6386 -0.5 1.0 -2.4
O -4.3509 0.9633 0.3126 -0.9 0.4 0.0
O -4.9195 0.9413 -2.1342 -3.5 1.7 2.9
C -3.6528 0.7353 -2.6174 0.4 -1.8 -1.4
C -3.0167 -0.4404 -1.9248 1.6 0.5 0.8
C -4.3829 3.3083 -1.0448 -1.1 0.2 -0.3
H -3.0392 1.6357 -2.5887 0.1 0.0 -0.1
H -3.9019 0.4422 -3.6373 0.5 0.4 -0.4
H -2.5462 0.0817 -1.0916 0.3 -1.0 0.4
H -2.2370 -0.9249 -2.5125 0.0 0.3 -0.1
H -3.6400 -1.2388 -1.5220 -0.5 0.4 -0.3
H -4.9250 4.0834 -0.5029 0.5 -0.3 1.1
H -4.6832 3.6808 -2.0241 -0.1 -1.0 -0.6
H -3.2938 3.3379 -1.0118 -0.3 -0.2 0.6
O 0.6096 -3.0896 2.0043 2.1 -1.9 3.3
S 1.2767 -4.0219 2.9691 0.6 1.9 -1.9
O 0.8307 -5.3752 3.0934 -0.4 0.2 0.1
O 2.8362 -4.0602 2.5138 -2.2 1.7 -0.7
C 3.5965 -5.1481 2.8129 3.4 -2.6 -0.9
C 3.5762 -6.2362 1.7100 -1.9 0.0 0.3
C 1.6280 -3.3780 4.6130 -2.2 0.7 -0.2
H 3.4358 -5.6778 3.7519 -0.5 0.5 0.3
H 4.6215 -4.7775 2.8230 0.1 0.3 0.4
H 3.4614 -5.8529 0.6961 0.5 0.3 0.1
H 2.6040 -6.6888 1.9056 0.0 -0.6 -0.3
H 4.3200 -7.0326 1.7334 0.2 0.4 0.4
H 2.1046 -2.3977 4.6072 0.5 -0.4 -0.3
H 2.0145 -4.1448 5.2843 0.3 0.1 -0.5
H 0.6190 -3.1452 4.9531 -0.2 -0.2 0.4
C 4.6348 -2.9794 -0.5501 -0.7 0.0 -0.8
Br 5.9736 -2.6126 -1.9893 -1.0 -0.1 1.2
Br 3.0430 -3.9751 -1.3046 1.3 1.1 0.5
Br 4.0567 -1.3358 0.4625 0.7 -1.4 -0.8
H 5.0828 -3.6823 0.1522 0.0 0.4 -0.1
C -1.1621 -4.6570 -1.3942 0.1 0.3 0.1
Br -0.8100 -5.1910 0.4669 -0.3 0.4 -1.4
Br -0.2547 -2.8910 -1.9528 -1.1 -1.8 0.6
Br -3.0946 -4.7041 -1.7693 1.0 0.3 0.1
H -0.7199 -5.4206 -2.0341 0.0 0.4 0.1
C 1.4352 0.8989 0.4988 0.3 0.0 1.6
C 0.6129 -0.2111 -0.1270 2.2 -0.7 0.9
O 0.0045 0.4361 -1.1512 -3.8 2.5 -2.5
S -0.5139 1.9833 -0.7359 0.7 -1.3 1.2
O -1.6420 1.9983 0.1800 1.5 -0.4 -1.3
O -0.6032 2.8597 -1.8848 0.7 -1.4 1.2
O 0.8405 2.1757 0.1258 -0.3 0.3 -0.6
H 2.4993 0.8587 0.2661 -0.2 0.5 -0.6
H 1.3654 0.7908 1.5812 0.0 0.4 0.1
H 0.0582 -0.7733 0.6242 -0.8 0.4 -0.3
H 1.2499 -0.9498 -0.6134 0.2 0.0 0.2
C -3.8354 -1.8740 2.1989 0.3 -0.9 -1.1
C -2.4128 -1.2745 1.9625 -1.0 0.4 -0.9
O -1.9639 -1.0614 3.2406 2.0 -0.3 3.9
S -2.4540 -2.1887 4.3101 -1.6 0.8 0.2
O -2.5429 -1.6756 5.6694 0.0 -0.3 -2.7
O -1.7813 -3.4487 4.1617 -0.3 0.8 -0.5
O -3.9386 -2.2070 3.5558 1.4 -0.3 3.1
H -3.8999 -2.8634 1.7460 -0.3 0.4 -1.0
H -4.6762 -1.2116 1.9931 0.3 0.0 -0.4
H -2.3895 -0.2606 1.5631 -0.5 -0.2 -0.6
H -1.7117 -1.9061 1.4168 -0.3 -0.3 -0.1
C 4.0950 2.6666 -2.6619 1.1 1.0 0.4
C 2.6676 2.8273 -3.0945 -0.6 -0.2 -1.3
O 2.1863 1.5197 -3.0671 -0.7 -3.5 0.3
S 3.3532 0.3984 -3.4834 -0.4 -0.2 -0.6
O 3.5817 0.4237 -4.9554 -0.8 -0.4 4.0
O 3.1062 -0.8696 -2.7298 0.7 3.9 -2.3
O 4.5105 1.3079 -2.7790 -0.7 -1.6 -0.7
H 4.2013 2.8716 -1.5967 0.2 0.4 -0.2
H 4.7358 3.2708 -3.3040 0.2 0.1 0.4
H 2.4836 3.0931 -4.1355 0.7 0.9 0.0
H 2.0540 3.4658 -2.4591 0.1 -0.2 0.2
C -1.4508 7.2781 -1.1530 -0.4 1.1 -1.4
C -0.6421 6.0391 -1.1460 -0.3 -0.9 -0.4
O 0.2118 6.2236 -0.0194 0.9 -1.1 0.2
S 0.7842 7.7243 0.0174 -1.4 -0.4 0.5
O 1.7971 7.8682 -1.0103 -1.3 0.2 1.7
O 0.9513 8.0919 1.4164 0.1 -0.4 -2.9
O -0.6700 8.2807 -0.5078 0.8 0.9 0.6
H -2.4361 7.0751 -0.7331 0.2 0.7 0.8
H -1.6368 7.6320 -2.1670 0.0 0.0 -0.1
H -0.1429 5.8051 -2.0863 0.7 0.4 0.2
H -1.3624 5.2271 -1.0458 0.6 -0.4 0.8
```
Forces are in eV/Å.

Output
Spin multiplicity: 1
Calculated total energy, eV: -547445.2618

Mulliken atomic charge list, values in e, 2 entries: -0.644, 1.065


The following is a DFT calculation (the ωB97M-V functional and the def2-TZVPD basis) of C6H8N2 as an isolated structure at a distorted geometry.

```
16
Properties=species:S:1:pos:R:3:forces:R:3
C -0.5930 1.1774 0.0675 -0.2 3.3 -1.7
C -0.2969 0.1010 1.1660 -0.9 -0.5 -0.5
C -1.1376 -0.7730 0.0499 -2.3 -4.7 6.0
C -0.5851 0.0080 -0.9357 5.3 3.4 -3.2
C 0.9703 -0.0946 -1.3726 1.2 1.2 -3.8
C 1.2191 -0.5747 1.3153 -1.2 1.8 1.1
H -0.1371 2.2660 -0.1191 0.1 -2.7 0.5
H -1.6733 1.4493 -0.2274 0.8 -0.3 2.3
H -0.7750 0.3469 2.1201 0.5 -0.5 0.0
H -0.7113 -1.7578 0.1054 -0.5 -1.0 -0.2
H -2.3605 -0.8686 0.1782 3.4 0.7 -0.4
H -1.1849 0.1950 -1.7494 -0.8 0.2 -2.4
H 1.2790 0.1775 -2.5523 -1.9 -0.7 2.9
H 1.6628 -1.0625 2.2664 -1.9 0.9 -1.0
N 2.1459 -0.1087 -0.8198 -2.8 0.1 0.1
N 2.1776 -0.4811 0.5075 1.2 -1.3 0.2
```
Forces are in eV/Å.

Output
Spin multiplicity: 1
Relative energy (zero: lowest compared OMol25 entry of this formula, charge and spin), kcal per mole: 144.79

Mulliken atomic charge list, values in e, 2 entries: -0.659, -0.069


The following is a DFT calculation (the ωB97M-V functional and the def2-TZVPD basis) of a 2-piece molecular cluster, C2H6ClN2S overall at a distorted geometry.

```
12
Properties=species:S:1:pos:R:3:forces:R:3
C 0.6467 1.9443 2.1070 4.5 -1.2 2.0
C -1.4227 -1.6205 -2.6797 0.3 -2.2 -0.2
N -0.2366 -0.5163 -0.3878 -0.8 -1.3 -1.6
N 1.1718 1.0134 1.3713 1.0 1.5 3.2
S -1.2840 -0.4536 -1.6368 0.9 1.4 1.7
Cl 0.6361 -2.0338 -0.2994 -0.2 0.4 0.0
H 1.2870 2.3931 2.9902 -1.0 -0.6 -2.3
H -0.3436 2.2035 2.1728 -2.5 0.4 -0.8
H -2.1766 -1.3817 -3.4108 -0.2 0.2 -0.2
H -1.0247 -2.6675 -2.7161 -0.1 1.3 0.3
H 2.1697 0.7609 1.6346 -1.6 0.3 -0.9
H 0.5769 0.3583 0.8546 -0.4 -0.1 -1.3
```
Forces are in eV/Å.

Output
Spin multiplicity: 1
Net charge: +1
Relative energy (zero: lowest compared OMol25 entry of this formula, charge and spin), kcal per mole: 18.77

Mulliken atomic charge list, values in e, 2 entries: -0.057, -0.342